The following is a quantum chemistry calculation of an isolated molecule of C6H9NO in a non-equilibrium geometry, from the Open Molecules 2025 dataset.

```
17
Properties=species:S:1:pos:R:3:forces:R:3
C -1.824152 0.109466 0.556967 1.73 -2.52 -3.36
C -0.518126 0.512488 -0.109896 1.44 -2.00 1.01
C -0.042620 1.899344 0.080421 -0.24 0.71 2.48
O -0.281375 -0.011498 -1.373434 0.67 -0.34 -0.66
C 0.609278 -0.503268 -0.319207 -2.07 0.77 -1.12
C 0.698602 -1.974308 -0.192202 1.47 -1.51 0.01
C 1.925733 -0.001058 -0.348037 -0.05 0.48 -0.27
N 3.035284 0.236905 -0.374987 1.71 0.61 0.08
H -2.544300 0.601291 -0.060649 -1.08 0.11 0.05
H -1.785678 0.417147 1.520153 -0.37 1.01 3.04
H -1.893303 -1.026959 0.498878 -0.30 1.56 0.08
H -0.927677 2.430896 0.394928 -0.13 0.98 -0.38
H 0.497958 2.317557 -0.713542 0.09 0.51 -1.67
H 0.684681 2.075874 0.904597 -0.56 -0.75 -0.05
H 0.836259 -2.236431 0.852384 -0.28 -0.24 0.23
H 1.673791 -2.366580 -0.682045 -1.74 0.74 0.48
H -0.144351 -2.480866 -0.634327 -0.29 -0.13 0.04
```
Forces are in eV/Å.

Output
orbital gap = 0.41078 Eh
spin multiplicity = 1
lowest unoccupied orbital energy = 0.794 eV
HOMO = -0.3816 hartree
strongest force on any atom = 4.5 eV Å⁻¹
total energy = -363.9444 Eh
SMILES string = CC1(C)O[C@@]1(C)C#N